No. 1
The following is a DFT calculation (ωB97M-V/def2-TZVPD) of C23H13Cl5N4OPd as an isolated structure.

Structure (XYZ):
```
47
Properties=species:S:1:pos:R:3:forces:R:3
Pd -0.2221 0.0472 -0.0150 -0.510 -0.003 0.159
C 0.7510 -4.6347 -2.8445 -0.020 0.033 0.003
C 1.3552 -4.6269 -1.5933 0.009 0.010 0.046
C 0.9223 -3.7530 -0.6067 0.103 -0.026 -0.019
C -0.1347 -2.8707 -0.8469 0.108 0.049 0.094
C -0.7425 -2.8964 -2.1027 -0.063 -0.024 -0.035
C -0.3009 -3.7629 -3.0931 0.013 0.006 0.011
N -0.5447 -1.9306 0.1112 -0.031 -0.073 0.043
C -0.8745 -2.3002 1.3970 -0.014 0.063 -0.108
C -1.1029 -3.6057 1.8504 0.001 -0.037 -0.009
C -1.4900 -3.8342 3.1609 -0.007 0.019 0.020
C -1.6676 -2.7837 4.0627 0.000 -0.066 0.017
C -1.4639 -1.4844 3.6422 -0.017 0.094 -0.056
C -1.0746 -1.2469 2.3249 -0.023 0.001 0.014
N -0.8525 0.0068 1.7856 -0.071 0.091 0.244
N -1.0269 1.1303 2.4502 0.056 -0.099 -0.088
C -0.6930 2.2028 1.7135 0.034 0.015 -0.110
C -0.8091 3.5041 2.2542 -0.001 -0.015 0.034
C -0.4283 4.5841 1.5110 -0.006 0.030 -0.004
C 0.0755 4.4007 0.2100 -0.006 0.041 0.045
C 0.1499 3.1233 -0.2758 -0.014 -0.055 -0.034
N -0.2292 2.0440 0.4257 -0.006 0.010 0.285
H 1.0919 -5.3158 -3.6136 -0.004 0.004 0.007
H 2.1774 -5.3016 -1.3864 -0.011 0.009 0.005
H 1.4081 -3.7325 0.3621 -0.011 -0.012 -0.016
H -1.5797 -2.2317 -2.2819 0.011 -0.005 -0.005
H -0.7913 -3.7682 -4.0593 0.002 0.011 0.016
H -0.9931 -4.4356 1.1652 0.011 0.000 0.013
H -1.6633 -4.8527 3.4873 0.005 0.014 -0.012
H -1.9661 -2.9832 5.0834 0.010 -0.005 -0.019
H -1.5961 -0.6413 4.3064 -0.004 -0.004 -0.010
H -1.1961 3.5980 3.2586 0.016 0.018 -0.011
H -0.5133 5.5820 1.9225 0.004 -0.018 0.005
H 0.3949 5.2330 -0.3996 -0.014 -0.008 0.006
H 0.5218 2.9320 -1.2751 -0.012 -0.036 -0.001
Cl 4.6037 -0.3231 -5.5074 0.029 -0.002 -0.080
C 3.9487 -0.2042 -3.9486 0.021 -0.007 0.056
C 2.5459 -0.0674 -3.7950 0.004 -0.021 0.057
Cl 1.5363 -0.0176 -5.1786 0.024 -0.002 -0.014
C 2.0098 0.0202 -2.5415 0.005 -0.027 -0.118
Cl 0.3077 0.1933 -2.3443 0.286 0.062 -0.327
C 2.8414 -0.0318 -1.3420 -0.028 -0.087 -0.135
O 2.3668 0.0163 -0.2167 0.178 0.074 0.153
C 4.2803 -0.1581 -1.5606 0.060 -0.038 -0.050
Cl 5.2573 -0.2109 -0.1767 -0.031 0.007 0.021
C 4.8055 -0.2442 -2.8250 -0.069 0.003 -0.099
Cl 6.4958 -0.4056 -3.0567 -0.015 0.004 0.005
```
Positions in Å, forces in eV/Å.

The HOMO energy (alpha / beta) comes out at -0.22469 / -0.24596 Eh. As for the expectation value of S²: 2.08. Its total energy is -3607.30459 hartree. Its spin multiplicity is 3. The calculation puts the energy above the lowest of the compared OMol25 structures with the same formula, charge and spin at 169.0 kJ/mol.

Results of the Löwdin charge analysis, in e, for atoms 1 through 8:
1 Pd 0.8384
2 C -0.1084
3 C -0.0919
4 C -0.0423
5 C -0.3302
6 C -0.0751
7 C -0.0968
8 N -0.0911

=====

No. 2
The following is a DFT calculation (ωB97M-V/def2-TZVPD) of C23H13F6NO3 in the gas phase.

Structure (XYZ):
```
46
Properties=species:S:1:pos:R:3:forces:R:3
O -0.5397 0.1090 -2.6904 0.999 0.255 1.025
C -0.6441 -0.5500 -1.6625 2.304 1.322 -2.487
C -1.9551 -1.1484 -1.6174 -1.998 0.046 3.931
C -2.9745 -0.4444 -0.8895 0.801 0.804 -1.719
C -4.3099 -0.8417 -1.0043 0.698 1.313 1.917
C -4.6253 -2.0398 -1.5909 -0.743 0.280 -0.868
C -6.0610 -2.5928 -1.6492 0.678 -0.616 1.544
F -6.6960 -2.4726 -2.7771 -0.311 0.606 -1.736
F -5.9300 -3.9335 -1.4601 -0.464 0.084 0.486
F -6.9388 -2.0932 -0.7132 1.340 -0.357 -0.314
C -3.6110 -2.7364 -2.2091 0.903 -0.546 0.370
C -2.2511 -2.3598 -2.1397 -0.177 -1.924 -1.312
N 0.5239 -0.7407 -0.8420 -0.960 1.814 -1.492
C 0.4815 -1.3442 0.3322 -2.314 -3.531 3.383
O -0.5498 -1.6779 0.9309 0.816 0.849 -1.243
C 1.7532 -1.7997 0.8954 1.723 -0.588 2.956
C 1.7374 -2.5047 2.1271 1.451 1.383 1.909
C 2.8966 -2.5237 2.9939 -1.722 0.347 -0.166
C 4.0919 -1.9497 2.6293 0.467 -0.438 -2.201
C 4.1694 -1.4481 1.3237 0.243 1.385 -2.174
C 3.0089 -1.2920 0.5301 -1.529 -0.007 -0.122
O 2.9439 -0.5674 -0.6529 0.044 0.614 0.024
C 1.6957 0.1406 -0.9661 1.471 -0.389 -1.024
C 1.6167 1.5111 -0.3435 -0.327 1.201 0.491
C 1.8623 1.7680 0.9907 -0.799 -2.068 1.995
C 1.7517 3.0268 1.5359 0.299 0.580 -0.393
C 1.5874 4.1630 0.7063 -1.274 -0.785 0.097
C 1.6104 5.5148 1.4581 -0.144 -0.720 -0.300
F 2.3088 5.5710 2.6657 -1.290 -0.486 -1.937
F 0.2922 5.8218 1.7327 1.638 0.586 -0.173
F 2.2129 6.4107 0.6469 -0.909 0.235 0.678
C 1.1365 3.9749 -0.6918 2.046 -2.507 3.165
C 1.2371 2.6208 -1.1428 0.455 0.138 -0.398
H -2.6415 0.5367 -0.4600 -0.796 -1.097 -0.134
H -5.0575 -0.2523 -0.4650 0.126 -0.242 -0.331
H -3.8539 -3.6580 -2.6749 -0.085 -0.749 -0.337
H -1.4380 -3.0690 -2.5069 -1.308 1.167 0.250
H 0.8381 -2.7218 2.6997 -0.210 -0.285 -0.919
H 2.7749 -2.7519 4.0579 -0.185 -0.544 -0.553
H 5.0112 -2.0021 3.2013 -0.306 0.163 0.295
H 5.0764 -1.0279 0.7985 -0.791 -0.502 1.189
H 1.7934 0.3371 -2.0081 0.109 -0.105 -0.884
H 1.9523 0.9489 1.8025 0.125 1.038 -1.825
H 1.7632 2.9926 2.6408 0.354 1.015 -0.782
H 0.7998 4.7490 -1.3359 0.071 0.622 -0.307
H 1.1494 2.3470 -2.2063 -0.520 0.638 0.428
```
Positions in Å, forces in eV/Å.

The HOMO energy comes out at -0.34074 Eh. Its SMILES is O=C(c1ccc(C(F)(F)F)cc1)N1C(=O)c2ccccc2O[C@@H]1c1ccc(C(F)(F)F)cc1. Its total energy is -1763.89341 hartree. Its spin multiplicity is 1. The calculation puts the energy above the lowest of the compared OMol25 structures with the same formula, charge and spin at 0.0 kJ/mol.

Results of the Löwdin charge analysis, in e, for atoms 1 through 8:
1 O 0.1301
2 C -0.2934
3 C -0.1878
4 C 0.0255
5 C -0.0116
6 C -0.1189
7 C -0.5603
8 F 0.1833

=====

No. 3
The following is a DFT calculation (ωB97M-V/def2-TZVPD) of C23H14BrFIrN3O8 as an isolated structure.

Structure (XYZ):
```
51
Properties=species:S:1:pos:R:3:forces:R:3
Ir -16.1507 -1.1628 6.7862 -2.089 -0.517 3.717
O -16.3778 -0.3614 10.7150 -0.094 0.366 0.025
C -16.4926 -0.8244 9.6027 -0.040 -0.555 -0.499
O -16.2299 -0.0791 8.4902 0.515 -0.754 -0.423
C -16.8316 -2.2207 9.3237 -0.547 2.703 4.893
C -17.1483 -3.0282 10.4464 0.403 0.839 -0.931
C -17.1042 -4.3444 10.2564 -0.442 -0.931 0.502
C -16.9437 -4.8521 8.9321 0.371 -1.242 -0.762
C -16.8167 -6.2306 8.7344 0.076 -0.150 1.356
C -16.5742 -6.8189 7.5261 -0.208 1.334 -1.716
C -16.5523 -5.9517 6.3794 -0.090 -1.867 0.836
C -16.7659 -4.6012 6.5215 0.160 1.492 0.516
C -16.8559 -4.0049 7.8182 0.299 -1.226 -0.388
N -16.7614 -2.6567 8.0844 0.854 -0.212 -5.221
H -17.3339 -2.6113 11.4129 0.192 0.516 0.210
H -17.2096 -5.0241 11.0875 -0.098 -0.214 -0.014
H -16.8243 -6.8491 9.6393 -0.156 0.146 -0.319
H -16.4796 -7.8928 7.4594 0.173 0.036 -0.216
H -16.3658 -6.4224 5.4071 -0.226 0.500 0.263
H -16.7936 -3.9007 5.6865 0.109 -0.680 0.142
F -10.3329 -1.9594 8.2405 -0.586 0.940 0.110
C -11.3866 -1.2688 7.7854 -0.575 -0.196 -1.403
C -11.6660 -1.2433 6.4691 0.363 -0.432 0.974
N -12.9204 -0.8372 6.0280 -0.947 0.344 -0.036
C -13.2654 -1.1916 4.6478 0.175 1.161 0.090
C -14.3418 -2.2534 4.5080 -2.238 -1.125 -0.612
O -14.3090 -2.9921 3.5279 -0.100 1.374 2.228
O -15.3931 -2.3068 5.4337 3.338 -0.801 -2.921
C -13.8446 -0.1980 6.8190 2.494 2.055 -0.888
O -14.8770 0.3784 6.2907 0.939 -1.153 0.394
N -13.3579 0.1403 8.0692 -1.898 -0.938 -0.071
C -12.4105 -0.7133 8.6837 1.004 -0.790 2.066
O -12.4132 -0.9555 9.8700 -0.260 0.619 -0.782
H -10.9593 -1.6097 5.7223 -0.440 -0.048 0.239
H -12.3140 -1.5319 4.2285 -0.613 -0.115 -0.356
H -13.5762 -0.2517 4.1257 0.051 -0.880 0.239
H -14.1269 0.4585 8.7161 0.786 -0.219 -0.619
Br -24.7400 -0.7417 5.0558 0.972 -0.190 -0.069
C -22.8242 -0.8920 5.2949 0.444 0.070 0.292
C -22.0394 -1.7846 4.5424 -1.107 -0.281 -0.133
C -20.6954 -1.9307 4.8389 0.268 0.616 0.012
C -20.1433 -1.0907 5.8069 0.147 -0.209 0.025
C -20.8816 -0.1452 6.5307 -0.147 -0.768 -0.972
C -22.2386 -0.0828 6.2869 -0.462 -0.379 -0.403
C -18.7128 -1.2172 6.1356 -0.579 0.632 0.867
O -17.9551 -2.0051 5.4955 -0.042 1.342 0.919
O -18.3339 -0.4808 7.1308 0.734 -1.153 -2.107
H -22.4952 -2.4105 3.7631 0.115 0.392 0.421
H -20.0290 -2.6182 4.2943 -0.554 0.327 0.349
H -20.3657 0.5070 7.2184 -0.187 -0.079 0.159
H -22.8562 0.5583 6.8848 -0.257 0.298 0.015
```
Positions in Å, forces in eV/Å.

The HOMO energy (alpha / beta) comes out at -0.21934 / -0.32164 Eh. As for the expectation value of S²: 6.04. Its total energy is -4429.14633 hartree. Its spin multiplicity is 5. The calculation puts the energy above the lowest of the compared OMol25 structures with the same formula, charge and spin at 28.1 kJ/mol.

Results of the Löwdin charge analysis, in e, for atoms 1 through 8:
1 Ir 1.7680
2 O 0.0975
3 C -0.5423
4 O -0.2232
5 C -0.2217
6 C 0.0108
7 C -0.0207
8 C -0.1635

=====

No. 4
The following is a DFT calculation (ωB97M-V/def2-TZVPD) of C23H14Cl4I2MoN5O8S as an isolated structure.

Structure (XYZ):
```
58
Properties=species:S:1:pos:R:3:forces:R:3
Mo -0.9689 0.7613 1.6403 0.691 1.502 -0.983
C 3.2230 0.9954 1.5633 0.143 0.012 -0.089
N 2.8242 1.7880 0.4056 0.256 -0.092 0.164
C 3.4893 1.8282 -0.8046 0.034 -0.176 0.286
C 2.7622 2.5931 -1.6315 -0.311 0.120 -0.084
N 1.6402 2.9995 -0.9183 -0.056 0.046 0.022
C 1.6887 2.4990 0.3513 0.205 -0.035 -0.367
S 0.6427 2.7811 1.6769 -0.344 0.133 -0.213
C 0.5397 3.6983 -1.5124 0.071 0.054 0.100
C 0.7672 4.8463 -2.2500 0.107 0.150 -0.020
C -0.3352 5.4537 -2.8335 0.107 0.055 -0.030
C -1.5886 4.8948 -2.6578 -0.103 -0.094 0.042
C -1.6947 3.7386 -1.8917 -0.055 0.080 0.048
N -0.6403 3.1539 -1.3338 0.042 0.029 -0.067
H 4.3064 0.8829 1.5532 -0.037 0.027 -0.021
H 2.7476 0.0214 1.5176 -0.102 -0.087 -0.032
H 2.9005 1.5007 2.4682 -0.031 0.027 0.030
H 4.4007 1.2825 -0.9759 -0.042 0.028 0.050
H 2.9074 2.8543 -2.6658 -0.061 -0.024 0.074
H 1.7643 5.2585 -2.3456 -0.053 -0.007 0.014
H -0.2094 6.3637 -3.4077 -0.007 -0.042 -0.008
H -2.4714 5.3377 -3.1030 0.065 -0.030 0.045
H -2.6491 3.2473 -1.7202 0.130 0.119 0.031
Cl -2.2338 -0.7685 -4.8654 0.015 0.030 0.070
C -1.4131 -0.5122 -3.3626 0.038 0.039 0.022
C -0.1399 -1.0358 -3.1641 -0.038 0.082 0.010
Cl 0.6306 -1.9641 -4.4060 -0.020 0.059 0.054
C 0.5221 -0.8127 -1.9502 0.036 -0.078 -0.078
Cl 2.1219 -1.4122 -1.6633 -0.042 -0.019 -0.009
C -0.1053 -0.1149 -0.9318 -0.047 0.100 0.236
O 0.4335 0.1422 0.2508 0.064 -0.051 -0.083
C -1.4019 0.4038 -1.1261 0.148 -0.115 0.239
O -1.9087 1.0568 -0.0903 -0.148 -0.002 -0.146
C -2.0348 0.2241 -2.3436 -0.038 -0.022 -0.068
Cl -3.5979 0.9278 -2.5542 -0.083 -0.167 -0.075
I -4.3591 1.8035 1.7242 -0.105 0.181 0.137
C -2.3122 2.2866 2.3205 -0.026 -0.098 -0.202
H -2.3811 2.3969 3.3996 0.073 -0.091 0.095
H -2.1569 3.2714 1.8907 0.031 0.018 -0.086
I 0.2072 0.2140 4.1148 0.178 -0.145 0.403
O -3.4820 -2.3106 1.7156 -0.547 -0.077 0.055
C -2.3168 -2.0641 1.7910 0.848 0.279 -0.117
O -1.8044 -0.8499 1.9129 -1.095 -1.618 0.442
C -1.2624 -3.1386 1.7441 0.000 0.058 0.081
C -1.6815 -4.4571 1.7830 -0.204 -0.182 -0.012
C -0.7343 -5.4609 1.7891 -0.090 -0.058 0.002
C 0.6168 -5.1940 1.7709 0.239 -0.316 0.004
C 1.0017 -3.8745 1.7108 -0.019 0.072 0.014
C 0.0906 -2.8364 1.6870 0.214 0.156 -0.017
N 2.4496 -3.5722 1.6812 -0.259 -0.315 -0.087
O 3.2142 -4.4995 1.8584 0.100 -0.124 0.046
O 2.7814 -2.4348 1.4658 0.096 0.427 0.022
N -1.1716 -6.8748 1.8232 0.139 0.191 0.009
O -2.3600 -7.0975 1.8021 -0.267 0.030 0.001
O -0.3109 -7.7286 1.8683 0.161 -0.070 0.003
H -2.7375 -4.6865 1.8101 0.013 0.017 0.005
H 1.3442 -5.9900 1.7969 0.002 0.007 -0.006
H 0.4458 -1.8167 1.6225 -0.018 0.011 0.047
```
Positions in Å, forces in eV/Å.

The HOMO energy comes out at -0.16634 Eh. The total charge is -1. Its total energy is -4663.14409 hartree. Its spin multiplicity is 1. The calculation puts the energy above the lowest of the compared OMol25 structures with the same formula, charge and spin at 44.2 kJ/mol.

Results of the Löwdin charge analysis, in e, for atoms 1 through 8:
1 Mo 1.1510
2 C -0.0266
3 N -0.0995
4 C -0.0492
5 C -0.0266
6 N 0.0221
7 C -0.6549
8 S 0.6047